Formula: C30H75F3IN2NbO13PS9
Source: OMol25
Level of theory: ωB97M-V/def2-TZVPD

Charge: -1
ΔE to the lowest compared entry with this formula, charge and spin: 0.0 kcal/mol
LUMO energy: 0.056 Eh
Orbital gap: 6.48 eV

CARTESIAN COORDINATES (ANGSTROEM)
1 C -4.5417 2.8723 5.2946
2 C -5.6581 2.7445 4.2759
3 O -6.1604 1.3999 4.1783
4 P -7.1354 1.1157 2.8912
5 O -8.2927 0.3684 3.3928
6 C -6.1506 0.1494 1.6828
7 C -5.2401 1.1126 0.8977
8 C -4.2280 0.4100 -0.0607
9 Nb -2.1307 0.2120 0.7067
10 C -1.2790 -0.3300 -1.3200
11 C -0.9108 0.8672 -2.2339
12 C 0.3947 1.5542 -1.7753
13 I 0.3270 3.6600 -2.3245
14 C -2.7444 0.4299 2.8904
15 C -1.7104 -0.0362 3.9299
16 C -2.2880 -0.3034 5.3195
17 F -3.6211 -0.3413 5.3821
18 F -1.8659 -1.5325 5.7527
19 F -1.8890 0.5784 6.2616
20 N -1.7467 2.3262 0.4983
21 C -2.5854 2.9248 -0.0671
22 S -3.5089 3.7297 -1.0881
23 O -0.1378 -0.0474 1.4210
24 N 0.2676 -1.3311 1.3786
25 O 1.2335 -1.4668 2.0762
26 O -7.5122 2.5011 2.1395
27 C -8.8671 2.9329 2.3448
28 C -9.0457 3.6561 3.6754
29 H -4.1979 3.9095 5.3473
30 H -3.6632 2.2728 5.0543
31 H -4.8560 2.5902 6.3057
32 H -5.2698 3.0804 3.3066
33 H -6.4309 3.4718 4.5466
34 H -6.8550 -0.3540 1.0176
35 H -5.6131 -0.6113 2.2569
36 H -4.7327 1.8445 1.5350
37 H -5.9017 1.7121 0.2630
38 H -4.2324 0.9007 -1.0426
39 H -4.6162 -0.6041 -0.2441
40 H -2.4782 -1.5700 0.9048
41 H -0.3583 -0.9177 -1.1770
42 H -1.9458 -0.9831 -1.8970
43 H -0.6694 0.4459 -3.2201
44 H -1.7207 1.5718 -2.4214
45 H 1.2639 1.1315 -2.2671
46 H 0.5028 1.5278 -0.6914
47 H -3.6195 -0.2262 3.0152
48 H -3.1057 1.4350 3.1356
49 H -0.9893 0.7769 4.0524
50 H -1.1941 -0.9466 3.6347
51 H -9.0614 3.6689 1.5552
52 H -9.5855 2.1279 2.1883
53 H -8.8039 2.9514 4.4773
54 H -10.0468 4.0716 3.8090
55 H -8.3472 4.4959 3.7361
56 C 3.9699 2.4918 -5.1033
57 S 2.3498 1.8074 -5.4742
58 O 1.9709 0.9253 -4.3456
59 C 2.9217 0.7409 -6.8091
60 H 3.8609 3.1676 -4.2558
61 H 4.6632 1.6882 -4.8490
62 H 4.3358 3.0465 -5.9685
63 H 3.6863 0.0587 -6.4339
64 H 3.3249 1.3539 -7.6161
65 H 2.0684 0.1719 -7.1759
66 C -1.5592 2.5082 8.2323
67 S -1.8730 4.2622 8.4694
68 O -2.0088 4.8775 7.1245
69 C -0.2262 4.6662 9.0764
70 H -2.4535 2.0566 7.8159
71 H -0.7270 2.3688 7.5438
72 H -1.3352 2.0482 9.1960
73 H 0.5196 4.3911 8.3302
74 H -0.0427 4.1338 10.0103
75 H -0.1842 5.7390 9.2559
76 C 3.6349 -3.2023 0.0403
77 S 3.8854 -1.4671 -0.3575
78 O 3.7377 -1.3248 -1.8289
79 C 5.6497 -1.4414 0.0110
80 H 2.5935 -3.4460 -0.1598
81 H 4.2840 -3.8214 -0.5815
82 H 3.8491 -3.3670 1.0963
83 H 6.1698 -2.1735 -0.6092
84 H 5.8028 -1.6636 1.0675
85 H 6.0273 -0.4442 -0.2087
86 C 6.4656 -2.1393 -4.6836
87 S 6.2625 -0.3943 -4.3159
88 O 5.9299 0.2936 -5.6037
89 C 7.9944 -0.0618 -3.9665
90 H 5.4990 -2.5408 -4.9660
91 H 7.1690 -2.2661 -5.5064
92 H 6.8256 -2.6596 -3.7969
93 H 8.6052 -0.3161 -4.8350
94 H 8.3093 -0.6421 -3.1006
95 H 8.0998 0.9980 -3.7450
96 C 6.2768 -5.3738 -8.5006
97 S 5.5665 -4.2388 -7.2978
98 O 6.0012 -4.7036 -5.9556
99 C 3.8634 -4.7737 -7.5152
100 H 7.3565 -5.2371 -8.4985
101 H 6.0380 -6.4013 -8.2249
102 H 5.8835 -5.1460 -9.4917
103 H 3.7815 -5.8400 -7.3033
104 H 3.5446 -4.5640 -8.5366
105 H 3.2417 -4.2139 -6.8188
106 C -3.5990 -2.4250 -4.0614
107 S -3.2971 -0.8030 -4.7815
108 O -3.4923 0.1961 -3.7079
109 C -4.7760 -0.7773 -5.8109
110 H -2.8051 -2.6293 -3.3451
111 H -4.5620 -2.4287 -3.5495
112 H -3.5836 -3.1810 -4.8479
113 H -5.6629 -0.8884 -5.1861
114 H -4.7243 -1.5844 -6.5431
115 H -4.8112 0.1800 -6.3275
116 C -5.0507 -5.7580 4.9699
117 S -5.3782 -3.9973 5.1717
118 O -5.5103 -3.4176 3.8117
119 C -3.7423 -3.5699 5.7816
120 H -5.9426 -6.2242 4.5547
121 H -4.2123 -5.9015 4.2874
122 H -4.8283 -6.2000 5.9419
123 H -2.9869 -3.8541 5.0490
124 H -3.5644 -4.0821 6.7289
125 H -3.7138 -2.5051 5.9387
126 C 11.4204 2.2240 -2.3787
127 S 11.0077 1.1737 -0.9771
128 O 9.7823 0.4173 -1.3409
129 C 10.5029 2.5087 0.1177
130 H 11.7262 1.5832 -3.2036
131 H 10.5476 2.8072 -2.6736
132 H 12.2439 2.8852 -2.1074
133 H 9.6892 3.0730 -0.3385
134 H 11.3549 3.1610 0.3117
135 H 10.1621 2.0689 1.0528

Forces on atoms 1 to 6 (eV/Å):
C 0.20 -0.18 0.35
C 0.95 0.68 0.12
O -0.39 1.20 -1.23
P 0.56 -1.83 0.38
O -0.72 0.04 -0.07
C 0.20 1.34 0.57

Here are the Mulliken charges for atoms 1 to 8, given in e: C -1.109; C 0.284; O -0.305; P 0.719; O -0.881; C -0.415; C 0.354; C -1.441